[1]
{"formula": "C4H15NO2S", "method": "ωB97M-V with the def2-TZVPD basis set", "smiles": "CN[C@H](C)CS.O.O", "de_lowest_kj_mol": 96.70, "gap_ev": 9.6, "total_energy_ha": -764.78545, "elements": ["C", "N", "C", "C", "S", "C", "H", "H", "H", "H", "H", "H", "H", "H", "H", "H", "H", "H", "H", "O", "H", "H", "O"], "positions_angstrom": [[-1.501076, -0.483555, 0.937864], [-0.533983, -1.530752, 0.637891], [0.321255, -1.208656, -0.507808], [1.659906, -1.914231, -0.333385], [3.059160, -1.051714, -1.106863], [-0.321657, -1.388715, -1.869460], [-0.917939, 0.426761, 1.072758], [-2.163874, -0.238530, 0.088028], [-2.109327, -0.677715, 1.810402], [-1.003852, -2.411354, 0.481236], [0.549782, -0.155013, -0.363626], [1.849079, -2.020995, 0.720910], [1.662739, -2.973098, -0.620836], [3.558129, -2.116896, -1.709039], [-1.411171, -1.318591, -1.922372], [0.213995, -0.801868, -2.603931], [-0.214386, -2.437675, -2.202856], [0.758460, 5.276936, -3.263346], [1.800507, 6.101391, -2.606822], [1.441680, 5.923739, -3.485846], [-1.802364, 1.776637, 6.269614], [-2.502812, 1.913966, 4.915914], [-2.392252, 1.309930, 5.661573]], "forces_ev_per_a": [[0.305, 0.484, -1.086], [-0.193, -0.272, 0.149], [-0.241, 0.299, 0.694], [0.103, -0.928, 0.214], [-0.260, 0.189, 0.031], [0.147, -1.609, -0.499], [-0.091, 0.131, 0.439], [-0.113, -0.229, 0.152], [0.069, -0.219, 0.224], [-0.070, -0.151, 0.005], [0.000, 0.335, -0.111], [0.079, 0.532, 0.543], [-0.220, 0.288, -0.593], [0.250, -0.253, -0.288], [0.149, 0.946, 0.256], [-0.298, 0.304, -0.307], [0.383, 0.155, 0.184], [0.002, 0.055, -0.389], [0.216, 0.220, -0.225], [-0.216, -0.277, 0.613], [-0.165, -0.142, -0.169], [0.025, -0.135, 0.166], [0.139, 0.276, -0.002]], "mulliken_charge": [-0.827, -0.377, 0.301, -0.988, -0.237, -1.336, 0.279, 0.274, 0.333, 0.252, 0.327, 0.420, 0.398, 0.124, 0.365, 0.356, 0.336, 0.318, 0.319, -0.637, 0.319, 0.319, -0.638]}


[2]
{"formula": "C4H7N2", "method": "ωB97M-V with the def2-TZVPD basis set", "de_lowest_kj_mol": 571.28, "gap_ev": [8.3, 8.3], "total_charge": 1, "total_energy_ha": -265.69089, "elements": ["C", "C", "C", "C", "N", "N", "H", "H", "H", "H", "H", "H", "H"], "positions_angstrom": [[0.337351, 1.083332, 0.608576], [1.469912, 0.765003, 0.207928], [2.624412, 0.286094, -0.455202], [-2.698779, -0.414587, 0.023385], [-1.185233, 1.442188, -0.310513], [-2.123856, 0.794170, -0.326110], [-0.088648, 1.440348, 1.520944], [3.209112, 1.101974, -0.878337], [2.345942, -0.419081, -1.242822], [3.241197, -0.263657, 0.262014], [-1.937766, -1.175874, 0.234158], [-3.353928, -0.727506, -0.792436], [-3.323209, -0.261465, 0.910008]], "forces_ev_per_a": [[2.293, -0.846, 1.251], [-2.434, 0.109, -0.086], [1.022, -0.046, -0.043], [-1.003, -2.014, 0.552], [-2.157, 0.695, -1.629], [2.038, 1.721, -0.150], [0.038, 0.121, 0.332], [0.020, -0.045, -0.072], [-0.088, 0.033, -0.001], [0.061, -0.033, -0.081], [0.028, 0.211, -0.054], [0.094, -0.006, 0.099], [0.087, 0.100, -0.119]], "mulliken_charge": [-0.560, 0.537, -0.919, -0.542, -0.051, 0.261, 0.394, 0.298, 0.345, 0.306, 0.342, 0.286, 0.302]}


[3]
{"formula": "C6H13O3Sc", "method": "ωB97M-V with the def2-TZVPD basis set", "de_lowest_kj_mol": 169.36, "gap_ev": [6.1, 6.3], "total_charge": 1, "spin_multiplicity": 2, "s_squared": 0.75, "total_energy_ha": -1222.44970, "elements": ["C", "O", "C", "C", "O", "C", "C", "O", "C", "Sc", "H", "H", "H", "H", "H", "H", "H", "H", "H", "H", "H", "H", "H"], "positions_angstrom": [[-2.482417, 2.544646, 0.565750], [-1.418372, 1.629479, 0.589762], [-0.653017, 1.575226, 1.841099], [0.675154, 1.043089, 1.544248], [0.780434, -0.374501, 1.116359], [1.891727, -0.719730, 0.318166], [1.454363, -1.791528, -0.652860], [0.331264, -1.300599, -1.379043], [-0.063717, -2.137642, -2.454799], [-1.102769, -0.276174, -0.134063], [-2.997988, 2.468586, -0.401107], [-3.202649, 2.315590, 1.368410], [-2.075858, 3.562353, 0.673347], [-1.220642, 0.905296, 2.519112], [1.358851, 1.123010, 2.398739], [2.705123, -1.112974, 0.946822], [2.273130, 0.155235, -0.232485], [1.152736, -2.708859, -0.121028], [2.273334, -2.028935, -1.348083], [-1.034522, -1.818587, -2.848260], [0.661224, -2.018126, -3.271734], [-0.166092, -3.175746, -2.105602], [0.860703, 2.140891, 1.067249]], "forces_ev_per_a": [[-0.724, 1.000, 0.091], [-0.172, -0.424, -1.273], [-0.568, -2.535, 1.204], [0.596, 4.411, 1.392], [-0.833, 0.052, -1.321], [0.931, -0.209, -0.282], [0.965, -0.502, 0.422], [-0.710, 0.484, 0.054], [-0.070, -0.529, -0.848], [0.583, 0.992, 1.407], [0.158, -0.037, 0.161], [0.319, 0.219, -0.197], [-0.271, -0.350, 0.113], [-0.425, 0.312, 0.035], [-0.445, -0.180, 0.014], [-0.158, 0.101, -0.186], [-0.198, -0.174, 0.196], [0.118, 0.182, -0.158], [-0.254, 0.032, 0.133], [0.082, 0.146, 0.226], [-0.140, -0.369, 0.250], [0.234, 0.238, -0.266], [0.980, -2.863, -1.167]], "mulliken_spin": [0.000, -0.009, -0.020, 0.005, -0.024, 0.007, -0.014, 0.002, 0.006, 1.031, -0.001, 0.003, 0.000, -0.004, 0.009, 0.006, 0.011, 0.003, -0.002, -0.003, 0.000, 0.001, -0.005]}